C35H30BrCl2N2O2PtS4Te as an isolated structure at a distorted geometry, computed with ωB97M-V/def2-TZVPD.

Atoms and positions in Å:
Pt (3.51586, -12.47534, 19.52101)
S (3.38988, -14.71329, 18.60706)
S (5.06234, -15.60394, 19.29690)
S (4.10848, -17.65065, 19.29341)
S (2.53765, -17.49348, 20.40711)
C (3.85676, -7.60233, 14.55657)
C (3.97681, -8.79712, 15.42176)
C (4.57524, -9.98665, 14.96625)
C (4.68448, -11.13461, 15.76600)
C (5.27202, -12.40854, 15.24598)
O (6.29500, -13.01107, 15.55622)
C (4.64726, -13.02447, 14.06433)
C (5.32721, -14.01774, 13.36952)
C (4.70855, -14.58707, 12.27076)
C (3.40452, -14.24068, 11.92304)
C (2.76072, -13.19135, 12.58020)
C (3.36360, -12.60679, 13.64667)
C (4.25678, -11.00088, 17.13135)
O (4.50621, -12.11248, 17.83306)
C (3.68320, -9.75749, 17.69194)
C (3.52535, -8.73824, 16.77380)
C (3.54347, -9.57071, 19.13254)
N (3.63158, -10.55427, 20.02107)
C (4.05908, -10.30893, 21.43243)
C (5.57462, -10.14375, 21.34527)
Te (6.44217, -11.69842, 20.12335)
C (7.44253, -10.48472, 18.61233)
C (7.57794, -11.13102, 17.37606)
C (7.92679, -10.37043, 16.22781)
C (8.23089, -9.00737, 16.30523)
C (8.17140, -8.40304, 17.58661)
C (7.90879, -9.16007, 18.72444)
C (2.98242, -8.30464, 19.72312)
C (1.76026, -8.35600, 20.48408)
C (1.22464, -7.16561, 20.93292)
C (1.83146, -5.90106, 20.77730)
C (3.01849, -5.88800, 20.05818)
C (3.53698, -7.03493, 19.49200)
H (4.70597, -6.94892, 14.52356)
H (3.04630, -7.02400, 14.96959)
H (3.55596, -7.87021, 13.50436)
H (4.91937, -10.01068, 13.98053)
H (6.36365, -14.21412, 13.58149)
H (5.16311, -15.36057, 11.66898)
H (2.82989, -14.88810, 11.21225)
H (1.71251, -12.88734, 12.40457)
H (2.91822, -11.78168, 14.18853)
H (3.01344, -7.83967, 17.09440)
H (3.80861, -11.15703, 22.10622)
H (3.62889, -9.39894, 21.87010)
H (5.98170, -10.20607, 22.38355)
H (5.90133, -9.18111, 20.93395)
H (7.39725, -12.17823, 17.23160)
H (7.86140, -10.90645, 15.30568)
H (8.41290, -8.43673, 15.40827)
H (8.21354, -7.33808, 17.67791)
H (7.96036, -8.65314, 19.67591)
H (1.20033, -9.32859, 20.55598)
H (0.37751, -7.16743, 21.57588)
H (1.30698, -4.98827, 21.21150)
H (3.54643, -4.92376, 19.84233)
H (4.40322, -6.94553, 18.81878)
Br (0.24998, -12.09015, 19.42941)
C (1.11995, -12.53324, 21.05797)
C (0.36426, -12.58520, 22.22910)
C (0.87323, -13.19138, 23.31849)
C (2.18778, -13.65093, 23.31265)
C (2.91896, -13.62940, 22.17480)
N (2.40938, -12.94722, 21.06367)
H (-0.64862, -12.31703, 22.20255)
H (0.17382, -13.30501, 24.10189)
H (2.58235, -14.16949, 24.21628)
H (3.91818, -14.07860, 22.04318)
Cl (3.99272, -17.74353, 14.12858)
C (2.54402, -18.58401, 14.74009)
Cl (1.43618, -19.30809, 13.53305)
H (1.97230, -17.84558, 15.32118)
H (2.81965, -19.40414, 15.42206)

The highest occupied orbital energy (alpha / beta) comes out at -7.72 / -9.71 eV. The charge is +1. The value obtained for the relative energy (zero: lowest compared OMol25 entry of this formula, charge and spin) is 15.7 kcal per mole. The expectation value of S² is 6.045. Its spin multiplicity is 5. The electronic energy comes out at -7085.80587 a.u.



A 3-piece molecular cluster, C4H15N2O2 overall at a distorted geometry, computed with ωB97M-V/def2-TZVPD.

Atoms and positions in Å:
C (2.25779, -1.15566, 0.87246)
C (1.75628, 0.22567, 1.01250)
C (0.75726, 0.52322, 0.04141)
C (0.99819, 1.47154, -0.90940)
N (0.03095, 1.82991, -1.84966)
N (-0.52991, -0.01284, 0.39380)
H (3.14566, -1.36259, 0.20353)
H (1.59906, -1.99519, 0.60736)
H (2.55230, -1.45990, 1.91232)
H (1.46836, 0.30342, 2.13496)
H (2.63556, 1.04228, 0.92076)
H (2.00248, 1.95628, -1.00074)
H (-0.76955, 1.34381, -1.94029)
H (0.35176, 2.32328, -2.74170)
H (-1.16603, -0.01778, -0.41816)
H (-0.50600, -0.89280, 1.00361)
H (-0.90989, 0.52429, 1.18465)
H (-2.32606, -1.58666, 2.96522)
H (-1.68900, -2.67266, 2.27172)
O (-1.73840, -1.70211, 2.31352)
H (-3.32318, -0.14976, -2.25343)
H (-1.87146, -0.75558, -2.81035)
O (-2.30140, -0.26146, -2.05730)

The highest occupied orbital energy (alpha / beta) comes out at -2.63 / -8.22 eV. The charge is 0. The value obtained for the relative energy (zero: lowest compared OMol25 entry of this formula, charge and spin) is 67.6 kcal per mole. The expectation value of S² is 0.751. Its spin multiplicity is 2. The electronic energy comes out at -421.20157 a.u.



One molecule with the formula C21H23N3O3 at a distorted geometry, computed with ωB97M-V/def2-TZVPD.

Atoms and positions in Å:
O (2.33264, -1.46346, 3.41032)
C (1.31121, -1.00012, 2.94498)
N (0.39958, -0.44601, 3.67463)
C (-0.71169, 0.45778, 3.13659)
C (-1.05242, 1.11934, 1.88427)
C (-1.97158, 2.04033, 1.68279)
C (-2.86394, 2.28774, 2.66056)
C (-2.72983, 1.31310, 3.95718)
C (-1.59701, 0.53016, 4.08418)
C (-1.17749, -0.14078, 5.35958)
H (-1.57955, -1.13871, 5.44777)
H (-1.12236, 0.27694, 6.16304)
C (0.09035, -0.54955, 4.93400)
H (1.12906, 0.08600, 5.46708)
H (0.47937, -1.68552, 5.18584)
H (-3.33476, 1.66424, 4.71255)
H (-3.84281, 2.85277, 2.63190)
H (-2.07036, 2.58741, 0.78259)
H (-0.05974, 0.97834, 1.22837)
C (1.27363, -1.02115, 1.30620)
C (-0.06048, -1.61555, 0.72116)
C (0.00955, -1.60742, -0.70178)
C (0.96784, -1.27794, -1.49437)
N (0.83400, -1.02946, -2.90574)
C (-0.57231, -1.08477, -3.45054)
H (-1.33433, -1.57115, -3.20182)
H (-0.57481, -0.66613, -4.58140)
C (-0.95512, 0.47340, -2.94714)
C (-0.10716, 1.80829, -3.60759)
H (-0.55543, 2.73817, -3.14589)
H (-0.12073, 1.61914, -4.58666)
C (1.21702, 1.49566, -3.10010)
C (2.20441, 0.61864, -3.83474)
H (3.09496, 0.82963, -3.63286)
H (2.03703, 0.93089, -4.97243)
C (2.00221, -0.95825, -3.62715)
H (2.59072, -1.58214, -3.31239)
H (1.75028, -1.09886, -4.67670)
H (1.37571, 1.31459, -2.00966)
H (1.94073, 2.57578, -3.24100)
H (-1.09502, 0.79856, -1.85505)
H (-1.85793, 0.89280, -3.50465)
C (2.07295, -0.87519, -1.00500)
C (2.14547, -0.75437, 0.38163)
H (3.22182, -0.67505, 0.78306)
H (2.82864, -0.61370, -1.37615)
N (-1.44203, -2.25959, -0.92984)
O (-1.47042, -2.89233, -1.92197)
O (-2.31086, -2.44305, -0.20145)
H (-0.73897, -1.83944, 1.28380)

The highest occupied orbital energy comes out at -7.93 eV. The charge is 0. Its SMILES is O=C(c1ccc(N2CCCCCC2)c([N+](=O)[O-])c1)N1CCc2ccccc21. The value obtained for the relative energy (zero: lowest compared OMol25 entry of this formula, charge and spin) is 546.2 kcal per mole. The electronic energy comes out at -1203.25245 a.u.



C28H19F5IN5O3PbS2 as an isolated structure, computed with ωB97M-V/def2-TZVPD.

Atoms and positions in Å:
Pb (0.59340, -0.50585, 0.21357)
N (1.93047, 2.95346, -2.39535)
C (1.01219, 2.26261, -1.63251)
S (1.49653, 2.06748, 0.04426)
N (-0.06094, 1.88461, -2.22889)
N (-1.00429, 1.15165, -1.42955)
C (-1.81779, 0.45105, -2.40815)
C (-1.16873, -0.55803, -3.28960)
C (-1.92190, -0.92589, -4.40911)
C (-1.53735, -1.91829, -5.28425)
C (-0.33424, -2.58782, -5.04163)
C (0.44766, -2.23414, -3.97198)
C (0.08778, -1.20460, -3.04806)
O (0.93543, -0.89378, -2.12926)
H (2.60048, 3.47937, -1.86661)
H (1.60952, 3.33774, -3.26862)
H (-2.38460, 1.16843, -3.00979)
H (-2.87114, -0.41987, -4.56380)
H (-2.17208, -2.19086, -6.11906)
H (-0.02565, -3.39430, -5.69972)
H (1.38410, -2.73770, -3.76299)
C (-0.31291, -4.66338, 2.23791)
C (-0.95675, -3.52742, 2.97045)
N (-1.20477, -3.65081, 4.24909)
C (-1.73562, -2.59978, 4.91408)
C (-2.02253, -1.39818, 4.32577)
C (-2.57637, -0.26898, 5.15204)
O (-4.00927, -0.17036, 5.08423)
C (-1.75107, -1.21630, 2.94457)
C (-2.07605, 0.04022, 2.31689)
N (-1.49273, 0.55951, 1.29893)
C (-1.94261, 1.78066, 0.77780)
C (-2.55144, 2.75825, 1.57059)
C (-2.99485, 3.95324, 1.03457)
C (-2.82290, 4.21514, -0.31600)
C (-2.18403, 3.27611, -1.10820)
C (-1.74050, 2.06902, -0.58411)
I (-3.57788, -0.54461, -1.40462)
C (-1.22592, -2.32565, 2.19922)
O (-1.02927, -2.33100, 0.94806)
H (-0.29958, -5.55539, 2.86176)
H (0.70875, -4.38164, 1.96978)
H (-0.84571, -4.85125, 1.30389)
H (-1.90803, -2.75331, 5.97570)
H (-2.12161, 0.67628, 4.83758)
H (-2.34087, -0.41661, 6.20613)
H (-4.27322, -0.42381, 4.19532)
H (-2.92753, 0.58103, 2.74549)
H (-2.64625, 2.59486, 2.63691)
H (-3.46545, 4.68473, 1.68152)
H (-3.15868, 5.15315, -0.74139)
H (-1.99545, 3.47725, -2.15441)
F (4.66646, 2.43333, 5.65401)
C (4.20430, 1.47701, 4.82595)
C (2.87152, 1.43922, 4.46172)
F (2.03272, 2.36465, 4.95710)
C (2.40751, 0.46002, 3.60769)
F (1.10237, 0.47481, 3.30651)
C (3.23450, -0.53401, 3.05798)
S (2.66957, -1.76091, 1.99855)
C (4.58107, -0.45417, 3.45934)
F (5.46254, -1.35869, 3.01345)
C (5.05710, 0.51479, 4.31707)
F (6.35410, 0.53777, 4.67555)

The highest occupied orbital energy comes out at -1.71 eV. The charge is -2. The value obtained for the relative energy (zero: lowest compared OMol25 entry of this formula, charge and spin) is 28.1 kcal per mole. The electronic energy comes out at -3364.24112 a.u.



A 2-piece molecular cluster, C2HBrIO2 overall at a distorted geometry, computed with ωB97M-V/def2-TZVPD.

Atoms and positions in Å:
C (0.70935, 4.00075, 0.25575)
C (0.66272, -0.48949, -0.05711)
O (-0.32758, 3.97169, -0.26524)
O (1.79081, 4.08868, 0.63556)
Br (0.83029, 0.97267, 1.29768)
I (1.69622, -2.41115, 0.91354)
H (-0.36172, -0.87467, 0.07425)

The highest occupied orbital energy (alpha / beta) comes out at -3.28 / -3.28 eV. The charge is -1. The value obtained for the relative energy (zero: lowest compared OMol25 entry of this formula, charge and spin) is 27.4 kcal per mole. The electronic energy comes out at -3099.02922 a.u.



C4H8N3 as an isolated structure at a distorted geometry, computed with ωB97M-V/def2-TZVPD.

Atoms and positions in Å:
C (-0.16767, -0.13716, 0.52965)
C (-1.36660, 0.76343, -1.35381)
C (0.08985, -1.21306, 2.09281)
C (1.01612, 1.04983, -1.22444)
N (-0.67943, 0.02192, 1.74955)
N (-0.26030, 0.51224, -0.80083)
N (0.45829, -1.27312, 0.75834)
H (-1.54973, 1.39367, -2.19519)
H (-2.26311, 0.31511, -0.87334)
H (0.90015, -0.94564, 2.67993)
H (-0.72693, -1.89947, 2.33089)
H (1.48134, 0.15392, -1.79295)
H (0.83046, 2.02579, -1.78506)
H (1.59021, 1.33667, -0.27386)
H (0.64736, -2.10414, 0.15831)

The highest occupied orbital energy (alpha / beta) comes out at -10.52 / -16.18 eV. The charge is +1. The value obtained for the relative energy (zero: lowest compared OMol25 entry of this formula, charge and spin) is 63.8 kcal per mole. The expectation value of S² is 2.024. Its spin multiplicity is 3. The electronic energy comes out at -320.98925 a.u.